The following is a DFT calculation (wB97M-V/def2-TZVPD) of ClZn as an isolated structure at a distorted geometry.

Values from the calculation:
E = -2238.533096 hartree
Expectation value of S² = 0.757
Frontier orbital gap (alpha / beta) = 8.35 / 7.91 eV
Multiplicity = 2
Charge = +2

Last column: Mulliken charge in e.
Geometry (Å):
1 Zn -0.71 0.32 -1.08  1.562
2 Cl 0.71 -0.32 1.08  0.438



The following is a DFT calculation (wB97M-V/def2-TZVPD) of C5H32NO11 as an isolated structure at a distorted geometry.

Values from the calculation:
E = -1092.191786 hartree
Frontier orbital gap = 8.80 eV
Charge = -1

Last column: Mulliken charge in e.
Geometry (Å):
1 C -0.26 0.68 -2.40  -1.289
2 C 0.09 1.42 -1.14  0.084
3 N 0.18 0.44 -0.03  0.580
4 C 1.91 1.53 1.45  -1.235
5 C 0.47 1.04 1.29  0.407
6 C 0.18 -0.06 2.37  -0.693
7 O -0.77 0.44 3.28  -0.693
8 H -1.17 0.08 -2.31  0.252
9 H 0.55 -0.01 -2.78  0.204
10 H -0.48 1.40 -3.20  0.448
11 H -0.68 2.15 -0.89  0.635
12 H 1.08 1.98 -1.32  -0.577
13 H 0.90 -0.29 -0.26  -0.067
14 H 2.12 1.92 2.46  0.458
15 H 2.62 0.71 1.27  0.150
16 H 2.18 2.34 0.77  0.239
17 H -0.29 1.87 1.48  0.361
18 H -0.23 -1.00 1.94  0.145
19 H 1.04 -0.26 2.97  0.439
20 H -1.65 -4.19 0.82  0.282
21 H -1.85 -2.75 0.05  0.485
22 O -1.49 -3.86 -0.04  -0.841
23 H 3.54 2.34 -2.96  0.306
24 H 3.43 1.31 -1.80  0.401
25 O 3.66 2.25 -2.03  -0.733
26 H -3.32 0.54 1.72  0.444
27 H -1.71 0.28 2.95  0.446
28 O -3.14 -0.21 2.24  -0.856
29 H -1.49 -1.01 -0.10  0.279
30 H -2.86 -0.89 1.53  0.484
31 O -2.25 -1.54 0.18  -1.185
32 H 4.07 -0.83 -1.96  0.250
33 H 2.72 -0.71 -1.21  0.384
34 O 3.21 -0.37 -1.94  -0.705
35 H 1.77 -2.59 -0.09  0.496
36 H 2.10 -1.62 1.01  0.178
37 O 2.28 -1.78 0.12  -0.780
38 H -3.56 0.81 -0.46  0.499
39 H -2.12 1.03 0.15  0.231
40 O -3.04 1.45 0.14  -0.855
41 H 1.54 3.83 -0.52  0.308
42 H 2.83 3.54 -1.33  0.486
43 O 2.30 4.31 -0.92  -0.713
44 H -0.08 -3.90 -0.21  0.416
45 H 1.03 -4.11 -1.36  0.294
46 O 1.00 -3.91 -0.41  -0.821
47 H -4.93 -0.94 -0.67  0.277
48 H -3.33 -1.02 -0.70  0.488
49 O -4.17 -0.61 -1.15  -0.793



The following is a DFT calculation (wB97M-V/def2-TZVPD) of a 2-piece molecular cluster, C4H12N2O2 overall.

Values from the calculation:
E = -419.602192 hartree
Frontier orbital gap = 10.48 eV
Structure (SMILES) = CNCCNC=O.O
Charge = 0

Last column: Mulliken charge in e.
Geometry (Å):
1 C 1.98 0.09 -1.26  -0.848
2 N 0.83 -0.75 -0.92  -0.453
3 C 0.62 -0.87 0.54  -0.565
4 C 0.00 0.40 1.09  -0.855
5 N -1.46 0.42 0.96  -0.051
6 C -2.19 -0.32 1.81  -0.072
7 O -1.74 -1.18 2.53  -0.552
8 H 2.80 0.04 -0.52  0.285
9 H 2.42 -0.19 -2.22  0.386
10 H 1.70 1.14 -1.37  0.256
11 H 0.98 -1.68 -1.27  0.274
12 H -0.09 -1.69 0.67  0.487
13 H 1.55 -1.13 1.06  0.277
14 H 0.42 1.26 0.58  0.417
15 H 0.18 0.47 2.16  0.409
16 H -1.88 1.08 0.32  0.274
17 H -3.26 -0.06 1.80  0.370
18 O -1.02 1.38 -1.87  -0.684
19 H -0.47 0.67 -1.46  0.354
20 H -1.36 0.93 -2.65  0.293



The following is a DFT calculation (wB97M-V/def2-TZVPD) of C8H21CoFIOP2 as an isolated structure at a distorted geometry.

Values from the calculation:
E = -2854.692541 hartree
Expectation value of S² = 6.086
Frontier orbital gap (alpha / beta) = 4.80 / 4.14 eV
Multiplicity = 5
Charge = +2

Last column: Mulliken charge in e.
Geometry (Å):
1 C 0.22 -2.07 -1.86  -0.527
2 I -0.32 -3.42 0.29  0.361
3 H 0.58 -2.45 -0.83  0.403
4 H 0.78 -1.10 -1.82  0.237
5 H -0.82 -1.72 -1.91  0.149
6 Co -0.44 1.88 0.19  0.284
7 P 2.17 -0.19 0.30  0.532
8 C 3.19 1.30 0.61  -1.122
9 C 2.64 -1.19 1.79  -1.126
10 H 3.70 -1.41 1.67  0.385
11 H 4.15 -1.48 -0.47  0.419
12 H 2.06 -2.12 1.87  0.271
13 H 2.68 -1.95 -1.33  0.446
14 H 2.83 1.77 1.54  0.373
15 H 2.52 -0.61 2.71  0.369
16 C 3.22 -1.11 -0.89  -1.292
17 H 4.27 1.10 0.68  0.409
18 H 3.46 -0.40 -1.68  0.363
19 H 2.99 1.97 -0.24  0.316
20 P -2.27 0.22 -0.14  0.885
21 C -2.85 1.84 -0.58  -1.151
22 C -2.89 -0.96 -1.44  -1.254
23 H -2.50 -1.19 1.76  0.298
24 H -4.01 -0.71 0.97  0.393
25 H -3.21 0.41 2.08  0.409
26 C -3.05 -0.36 1.33  -1.089
27 H -2.37 -1.92 -1.25  0.354
28 H -3.97 -1.20 -1.37  0.467
29 H -3.87 1.62 -0.91  0.418
30 H -2.26 2.41 -1.33  0.436
31 H -2.60 -0.56 -2.43  0.352
32 H -2.93 2.53 0.58  0.477
33 C 0.44 3.17 -0.67  0.395
34 O 0.85 4.26 -0.79  -0.221
35 F -3.16 3.19 1.43  -0.422



What did the third record say?
The following is a DFT calculation (wB97M-V/def2-TZVPD) of a 2-piece molecular cluster, C4H12N2O2 overall.

Values from the calculation:
E = -419.602192 hartree
Frontier orbital gap = 10.48 eV
Structure (SMILES) = CNCCNC=O.O
Charge = 0

Last column: Mulliken charge in e.
Geometry (Å):
1 C 1.98 0.09 -1.26  -0.848
2 N 0.83 -0.75 -0.92  -0.453
3 C 0.62 -0.87 0.54  -0.565
4 C 0.00 0.40 1.09  -0.855
5 N -1.46 0.42 0.96  -0.051
6 C -2.19 -0.32 1.81  -0.072
7 O -1.74 -1.18 2.53  -0.552
8 H 2.80 0.04 -0.52  0.285
9 H 2.42 -0.19 -2.22  0.386
10 H 1.70 1.14 -1.37  0.256
11 H 0.98 -1.68 -1.27  0.274
12 H -0.09 -1.69 0.67  0.487
13 H 1.55 -1.13 1.06  0.277
14 H 0.42 1.26 0.58  0.417
15 H 0.18 0.47 2.16  0.409
16 H -1.88 1.08 0.32  0.274
17 H -3.26 -0.06 1.80  0.370
18 O -1.02 1.38 -1.87  -0.684
19 H -0.47 0.67 -1.46  0.354
20 H -1.36 0.93 -2.65  0.293



What did the fourth record say?
The following is a DFT calculation (wB97M-V/def2-TZVPD) of C8H21CoFIOP2 as an isolated structure at a distorted geometry.

Values from the calculation:
E = -2854.692541 hartree
Expectation value of S² = 6.086
Frontier orbital gap (alpha / beta) = 4.80 / 4.14 eV
Multiplicity = 5
Charge = +2

Last column: Mulliken charge in e.
Geometry (Å):
1 C 0.22 -2.07 -1.86  -0.527
2 I -0.32 -3.42 0.29  0.361
3 H 0.58 -2.45 -0.83  0.403
4 H 0.78 -1.10 -1.82  0.237
5 H -0.82 -1.72 -1.91  0.149
6 Co -0.44 1.88 0.19  0.284
7 P 2.17 -0.19 0.30  0.532
8 C 3.19 1.30 0.61  -1.122
9 C 2.64 -1.19 1.79  -1.126
10 H 3.70 -1.41 1.67  0.385
11 H 4.15 -1.48 -0.47  0.419
12 H 2.06 -2.12 1.87  0.271
13 H 2.68 -1.95 -1.33  0.446
14 H 2.83 1.77 1.54  0.373
15 H 2.52 -0.61 2.71  0.369
16 C 3.22 -1.11 -0.89  -1.292
17 H 4.27 1.10 0.68  0.409
18 H 3.46 -0.40 -1.68  0.363
19 H 2.99 1.97 -0.24  0.316
20 P -2.27 0.22 -0.14  0.885
21 C -2.85 1.84 -0.58  -1.151
22 C -2.89 -0.96 -1.44  -1.254
23 H -2.50 -1.19 1.76  0.298
24 H -4.01 -0.71 0.97  0.393
25 H -3.21 0.41 2.08  0.409
26 C -3.05 -0.36 1.33  -1.089
27 H -2.37 -1.92 -1.25  0.354
28 H -3.97 -1.20 -1.37  0.467
29 H -3.87 1.62 -0.91  0.418
30 H -2.26 2.41 -1.33  0.436
31 H -2.60 -0.56 -2.43  0.352
32 H -2.93 2.53 0.58  0.477
33 C 0.44 3.17 -0.67  0.395
34 O 0.85 4.26 -0.79  -0.221
35 F -3.16 3.19 1.43  -0.422



> Which formula does entry 1 have?

ClZn